1.
Here is an isolated molecule of C6H7N3O at a distorted geometry from the OMol25 dataset. Energies are from ωB97M-V/def2-TZVPD.

Properties
* relative energy (zero: lowest compared OMol25 entry of this formula, charge and spin): 78.0 kcal per mole
* frontier orbital gap: 9.39 eV

ORCA input file:
```
! RIJCOSX wB97M-V def2-TZVPD def2/J DEFGRID3
* xyz 0 1
C 0.202 2.060 1.427
C -0.429 1.626 0.338
C 0.442 -0.032 1.469
C -0.324 -0.231 -2.152
C -0.727 -0.565 -0.782
C 0.732 -1.427 1.559
N 0.709 1.017 2.173
N 1.357 -2.371 1.683
N -0.251 0.292 0.282
O 2.007 -3.391 1.717
H 0.332 3.139 1.791
H -1.034 2.113 -0.502
H 0.738 -0.175 -2.382
H -0.856 -0.855 -2.843
H -1.915 -0.507 -0.804
H -0.366 -1.539 -0.507
H -0.617 0.846 -2.470
*
```

=====

2.
Here is a structure of composition C30H22AsMnN3O2S from the OMol25 dataset. Energies are from ωB97M-V/def2-TZVPD.

Properties
* relative energy (zero: lowest compared OMol25 entry of this formula, charge and spin): 0.0 kcal per mole
* frontier orbital gap (spin up / spin down): 6.89 / 7.65 eV

ORCA input file:
```
! RIJCOSX wB97M-V def2-TZVPD def2/J DEFGRID3
* xyz 1 5
Mn 0.563 -1.848 0.011
O -1.158 -2.800 3.530
C -0.814 -2.666 2.389
N 0.387 -2.163 1.905
C 1.458 -1.844 2.731
O 1.514 -1.897 3.927
C 2.647 -1.404 1.903
C 3.811 -0.982 2.504
C 4.858 -0.563 1.697
C 4.697 -0.580 0.320
C 3.501 -1.020 -0.213
N 2.494 -1.434 0.566
C -1.714 -3.066 1.240
C -2.959 -3.610 1.464
C -3.731 -3.965 0.367
C -3.227 -3.761 -0.909
C -1.969 -3.207 -1.056
N -1.227 -2.865 0.003
H 3.864 -0.991 3.584
H 5.786 -0.223 2.137
H 5.486 -0.255 -0.343
H 3.327 -1.040 -1.280
H -3.287 -3.745 2.485
H -4.713 -4.397 0.506
H -3.796 -4.029 -1.787
H -1.531 -3.031 -2.028
S 0.883 -1.696 -2.242
C -0.353 -0.566 -2.852
C -0.798 -0.716 -4.162
C -1.733 0.167 -4.685
C -2.239 1.201 -3.914
C -1.800 1.358 -2.607
C -0.856 0.487 -2.081
As -0.222 0.584 -0.274
C -1.540 1.568 0.718
C -1.495 2.956 0.801
C -2.468 3.631 1.524
C -3.478 2.922 2.161
C -3.521 1.537 2.078
C -2.551 0.857 1.359
C 1.338 1.712 -0.318
C 1.904 2.082 0.902
C 3.081 2.814 0.921
C 3.699 3.164 -0.274
C 3.139 2.788 -1.486
C 1.955 2.060 -1.512
H -0.407 -1.524 -4.767
H -2.071 0.038 -5.705
H -2.973 1.880 -4.325
H -2.193 2.158 -1.989
H -0.702 3.505 0.308
H -2.435 4.710 1.591
H -4.231 3.451 2.730
H -4.306 0.988 2.582
H -2.580 -0.226 1.300
H 1.417 1.811 1.833
H 3.513 3.115 1.867
H 4.616 3.739 -0.259
H 3.619 3.066 -2.415
H 1.517 1.765 -2.458
*
```

=====

What E values result from the calculations? In sequence: -472.21763; -5256.01525 hartree.